1.
DFT (the ωB97M-V functional and the def2-TZVPD basis) results for a cluster of 2 separate species, C9H13F3O in total at a distorted geometry.

Output
DFT total energy: -725.4277 Ha
HOMO level: -8.8 eV
multiplicity: 1
orbital gap: 9.407 eV

The geometry in XYZ format:
```
26
C9H13F3O the ωB97M-V functional and the def2-TZVPD basis
F 1.19546 -0.62190 2.59862
F -0.32993 0.57877 3.49672
F 0.70575 1.35189 1.80957
O -1.11479 -1.63118 -1.06801
C 0.48269 2.55861 -0.84079
C -0.91819 -0.32838 1.33547
C 0.69380 0.27189 -2.33916
C 0.08798 0.22304 2.26872
C -2.17999 -0.41480 1.53765
C 0.77780 -0.05853 -0.92332
C 0.02829 1.13815 -1.27973
C -0.01835 -1.20382 -0.45195
C 0.74571 -2.32958 0.12097
H 1.68281 -0.09123 -0.32178
H 0.09821 -3.07745 0.54762
H -2.69858 -1.02065 0.84350
H 1.46923 -2.72220 -0.55955
H -1.68355 -0.84251 -1.34212
H 0.10052 -0.34929 -2.99571
H -0.43331 3.24827 -0.83472
H 1.26369 2.94552 -1.51004
H -1.02909 1.12826 -1.13801
H 1.36834 -1.87795 0.91789
H 0.79147 2.63504 0.26866
H -2.69766 -0.26514 2.59299
H 1.61168 0.75517 -2.73349
```



2.
DFT (the ωB97M-V functional and the def2-TZVPD basis) results for a cluster of 2 separate species, C7H14N3 in total at a distorted geometry.

Output
total charge: +1
DFT total energy: -439.0849 Ha
HOMO level: -13.1 eV
multiplicity: 1
orbital gap: 7.826 eV

The geometry in XYZ format:
```
24
C7H14N3 the ωB97M-V functional and the def2-TZVPD basis
N 1.29346 -0.43750 1.31218
N -3.34308 -1.42020 0.24410
N 1.85115 0.54289 -0.66703
C 2.88853 -0.11169 -0.17584
C 0.83845 0.38669 0.24046
C 2.56135 -0.64116 1.08506
C 4.26830 -0.21341 -0.69417
C -0.39109 1.01820 0.00271
C -1.48593 0.70561 0.88572
C -0.68355 1.86480 -1.15067
H 0.62802 -0.81718 1.93002
H -2.30371 1.39232 1.01450
H 3.18763 -1.10500 1.79005
H 4.44879 0.66390 -1.40421
H -4.06159 -0.83087 -0.15396
H -1.06611 0.64391 1.94210
H -2.06174 -0.04346 0.27897
H -1.42980 2.68319 -0.73967
H 5.04413 -0.32245 0.07647
H -3.68713 -2.37826 0.22043
H -3.20908 -1.19507 1.21999
H -1.33256 1.27504 -1.85870
H 4.60552 -1.18216 -1.29107
H 0.30830 2.27930 -1.64019
```



3.
DFT (the ωB97M-V functional and the def2-TZVPD basis) results for a structure of composition C48H55BN4OP2SSi2Sr.

Output
total charge: -2
DFT total energy: -3872.0054 Ha
HOMO level: -2.2 eV
multiplicity: 1
orbital gap: 6.064 eV

The geometry in XYZ format:
```
115
C48H55BN4OP2SSi2Sr the ωB97M-V functional and the def2-TZVPD basis
Sr 0.32515 -1.71914 -0.96138
S -1.48153 -1.99865 -4.76813
P -0.16081 1.57639 -3.74442
P -0.07488 2.84952 1.49468
Si 1.74364 -2.86910 2.63639
Si -0.83254 -2.18278 4.33872
O -1.76333 -1.46790 -1.92042
N 1.87993 -3.16762 -2.41793
N 1.08847 0.74057 -0.85836
N -2.87299 -1.87505 -2.48695
N -0.40871 -3.66709 0.59212
C 1.05044 5.12904 -2.13683
C -2.55004 -5.19758 1.39123
C 0.97917 4.23777 2.08352
C -0.25605 1.39799 -5.56697
C -0.80341 3.06476 4.28001
C -3.15151 1.64048 3.88431
C -1.01009 -4.50792 -0.25264
C 1.04923 1.37399 1.53868
C 2.39210 6.51345 2.91447
C 1.40439 0.63856 -3.33251
C -5.24678 -2.71273 -3.58019
C 0.52327 3.28873 -3.62314
C -2.84040 2.11632 5.15061
C -1.93567 -4.35100 2.28039
C 0.40919 5.51084 2.00099
C -1.27231 2.10690 -6.20883
C 2.42543 -4.09713 -2.83944
C 1.54975 5.86314 -3.20580
C -2.71390 -1.92915 4.20715
C 1.02500 4.03662 -4.68594
C -0.60364 -3.42142 5.76431
C -2.29448 1.88546 2.82181
C 0.55837 0.57173 -6.33364
C 2.93317 1.87479 -0.18953
C 0.37144 0.46988 -7.70667
C -5.17092 -2.42342 -2.21143
C 0.53448 3.85941 -2.34537
C 1.09984 6.63774 2.42072
C 2.68230 -1.78626 3.86868
C 2.97651 5.25899 2.98772
C 2.27587 4.12973 2.58002
C 2.23134 -4.65189 3.05282
C 1.87117 0.99295 -1.95119
C -4.13086 -2.57853 -4.35967
C 2.62767 -2.57574 0.99095
C -0.62499 1.19862 -8.33709
C -0.07939 -2.68831 2.75603
C -0.18000 -0.54572 5.01248
C -2.87930 -2.14823 -3.84410
C 1.53156 5.31519 -4.48003
C -2.08373 -5.30542 0.07530
C -1.66445 2.82790 5.34335
C -1.10595 2.59634 3.00293
C -0.81131 -3.56179 1.89356
C -3.96891 -2.01046 -1.71102
C 3.01757 1.67696 -1.58821
C 1.74394 1.27814 0.21222
C -1.45080 2.02253 -7.58120
B 3.17066 -5.37015 -3.41050
H -3.00592 -1.08731 4.84084
H -2.24475 2.58593 -8.05733
H 3.31588 -4.79570 3.02169
H 1.78099 -5.33902 2.33047
H 1.07149 5.53824 -1.13364
H 2.94192 7.39169 3.23046
H -0.78933 -0.25311 5.87319
H -3.39388 -5.79560 1.71928
H 2.59930 -1.54883 0.60334
H -3.79305 -1.76505 -0.67374
H 2.75085 3.16176 2.64548
H -1.00106 -4.40187 5.48501
H 1.92050 5.88091 -5.31936
H -6.02097 -2.52048 -1.55204
H 1.18351 -0.42774 -3.46741
H 3.75372 -1.96100 3.73379
H -4.06119 1.07595 3.72172
H -1.40686 3.19329 6.33055
H 2.92337 -5.44404 -4.59930
H -1.10094 -3.10110 6.68528
H -3.28241 -2.80220 4.53727
H 3.69205 -2.77999 1.14954
H 1.95336 6.85628 -3.04495
H -6.17942 -3.04693 -4.01871
H 0.46116 -3.55143 5.98141
H 2.49092 -0.72441 3.69263
H -2.54524 -5.95393 -0.65507
H -4.15341 -2.80374 -5.41592
H 2.30718 -3.28495 0.22469
H -1.93481 2.72998 -5.61711
H 0.63530 7.61380 2.34844
H 2.19839 0.89022 -4.03849
H 1.73708 1.40791 2.38369
H -3.50553 1.92566 5.98402
H 1.33238 -0.02032 -5.86500
H 4.36366 -5.21959 -3.21645
H 0.14793 3.29471 -1.50309
H -0.60325 -4.51320 -1.26561
H -0.59161 5.61294 1.59461
H -2.28088 -4.31005 3.30702
H 2.43606 -2.01182 4.90937
H 2.74804 -6.34167 -2.81008
H 3.64570 2.39004 0.43906
H -2.54647 1.52088 1.83094
H 0.86019 -0.58701 5.33667
H 0.11163 3.62148 4.44726
H 1.02726 3.61550 -5.68475
H -0.77038 1.11300 -9.40727
H 3.78952 2.02166 -2.26130
H 1.87182 -4.93127 4.04768
H 1.00420 -0.19376 -8.28321
H 0.40191 0.50685 1.70989
H -0.26779 0.24854 4.26584
H -3.01284 -1.70518 3.17870
H 3.98738 5.15382 3.36326
```